{"formula": "C6H12AgCl6NiO8P2Sn2", "method": "ωB97M-V with the def2-TZVPD basis set", "symbols": ["Ag", "Ni", "Sn", "Sn", "P", "O", "O", "O", "O", "P", "O", "O", "O", "O", "Cl", "C", "C", "Cl", "H", "H", "H", "H", "Cl", "C", "C", "Cl", "H", "H", "H", "H", "Cl", "C", "C", "Cl", "H", "H", "H", "H"], "positions_angstrom": [[2.2702, 2.2763, 1.4557], [-1.7915, 2.2582, 1.0645], [0.6536, 3.9040, -2.1365], [-2.2613, -0.4672, -1.8613], [0.3289, 1.0935, 0.0044], [1.7321, 0.6233, 0.4322], [-0.9424, 0.5189, 0.6801], [0.0729, 1.2048, -1.4680], [0.2385, 2.4563, 0.8145], [-2.6125, 3.5154, -1.1422], [-2.3086, 3.6593, -2.6100], [-2.8722, 2.0624, -0.7365], [-4.1008, 3.8972, -1.0370], [-1.6622, 3.8761, -0.0589], [0.0384, -3.9813, 2.3323], [0.5667, -2.3676, 1.6557], [1.2460, -2.5925, 0.2555], [0.1783, -2.8130, -1.0559], [1.3803, -2.0909, 2.3262], [-0.2155, -1.6095, 1.6948], [1.9893, -3.3873, 0.3176], [1.7976, -1.6732, 0.0590], [3.3140, 2.1871, -3.7210], [3.5391, 0.9006, -2.4480], [4.9744, 0.3749, -2.4460], [5.2543, -0.9264, -1.1861], [2.8521, 0.0769, -2.6417], [3.3877, 1.2065, -1.4129], [5.5901, 1.2624, -2.2993], [5.1859, -0.0653, -3.4205], [-4.1018, -3.4092, 3.6008], [-3.9739, -1.7682, 2.8796], [-2.9525, -1.8435, 1.7954], [-3.6371, -2.5945, 0.3350], [-3.5952, -1.1075, 3.6594], [-4.9317, -1.3693, 2.5454], [-2.1069, -2.4312, 2.1526], [-2.5243, -0.8564, 1.6211]], "forces_ev_per_a": [[2.538, 2.036, 2.254], [0.908, 0.175, -1.005], [-2.161, -1.843, 0.722], [0.888, 1.398, 2.129], [1.677, 0.711, 3.598], [-1.838, -2.599, -2.289], [-1.627, -2.259, -0.745], [-0.355, 0.820, -2.738], [-0.453, 1.557, -1.008], [-2.084, -1.660, -3.065], [3.223, 0.798, 0.168], [-0.645, -3.927, 0.359], [-1.656, 1.292, 0.797], [2.143, 2.487, 1.154], [-0.265, 0.884, -0.390], [1.278, -1.521, -0.553], [0.939, 1.634, 2.830], [-1.682, -0.289, -1.596], [-0.107, 0.252, -0.082], [0.029, -0.328, -0.239], [-0.424, -0.249, -0.144], [0.046, -0.018, -0.046], [-0.333, -0.177, 1.040], [0.364, -1.457, 0.855], [-0.108, 0.081, -0.748], [-0.456, 1.265, -0.837], [-0.164, 0.333, -0.256], [-0.601, 0.769, -0.305], [0.546, -0.520, 0.319], [0.273, -0.059, 0.210], [-0.470, 0.453, -0.107], [0.026, -0.348, 0.645], [0.770, 0.547, 0.823], [0.479, 0.563, -0.904], [0.001, -0.067, 0.064], [-0.069, -0.372, 0.049], [-0.245, -0.390, -0.315], [-0.383, 0.030, -0.648]], "homo_lumo_gap_ev": [6.0244, 6.0417], "charge": 2, "multiplicity": 4, "s2": 3.761, "energy_ev": -173198.4618, "de_lowest_ev": 0.000, "molar_mass_g_mol": 890.80}